20
Properties=species:S:1:pos:R:3:nbo_charge:R:1 method="wB97M-V/def2-TZVPD" gap_ha=0.413 homo_ha=-0.3798
H 1.720 -1.981 -0.296 0.3595
N 1.633 -0.992 -0.511 -0.6671
C 1.367 -0.696 -1.710 0.1289
C 1.199 0.744 -2.042 -0.1357
O 1.680 1.610 -1.052 -0.7162
H 1.035 -1.399 -2.483 0.1655
H 1.728 0.946 -2.985 0.1894
H 0.096 0.920 -2.142 0.1951
H 1.994 1.049 -0.326 0.4909
C -0.507 0.751 2.045 -0.6048
C -1.084 0.315 0.703 -0.4060
C -1.817 -1.018 0.803 -0.6048
H -1.288 0.837 2.803 0.1965
H 0.230 0.022 2.390 0.1994
H -0.013 1.717 1.948 0.2105
H -1.780 1.080 0.353 0.1924
H -0.204 0.169 0.013 0.2098
H -1.127 -1.800 1.128 0.1953
H -2.228 -1.307 -0.164 0.2011
H -2.634 -0.966 1.522 0.2003


20
Properties=species:S:1:pos:R:3:nbo_charge:R:1 method="wB97M-V/def2-TZVPD" gap_ha=0.392 homo_ha=-0.3546
C -0.469 -2.129 -1.666 -0.6087
C 0.387 -1.415 -0.571 -0.3951
C -0.024 0.010 -0.222 -0.0545
C -1.413 0.260 0.398 -0.6354
N 0.962 0.480 0.816 -0.6272
C 0.935 1.969 0.914 0.0795
O 0.106 2.429 2.020 -0.7405
H -1.476 -2.273 -1.284 0.2073
H -0.464 -1.598 -2.602 0.2021
H 0.051 -3.063 -1.984 0.2119
H 0.424 -2.088 0.250 0.2127
H 1.380 -1.264 -1.025 0.1899
H 0.157 0.664 -1.072 0.1665
H -1.647 1.321 0.621 0.2382
H -2.191 -0.158 -0.301 0.2046
H -1.636 -0.393 1.384 0.2148
H 1.887 0.347 0.389 0.3460
H 0.625 2.437 -0.027 0.1590
H 2.004 2.362 1.121 0.1558
H 0.401 2.101 2.842 0.4730


20
Properties=species:S:1:pos:R:3:nbo_charge:R:1 method="wB97M-V/def2-TZVPD" gap_ha=0.357 homo_ha=-0.3339
C -0.237 0.015 -2.114 -0.1116
N -0.102 0.740 -1.056 -0.4057
C -0.141 0.366 0.332 -0.2748
C 0.053 -1.101 0.570 -0.4284
C 1.348 -1.287 1.499 -0.3939
C 2.566 -0.640 0.864 -0.6384
H 0.212 0.643 -2.856 0.1956
H -0.580 -0.973 -2.233 0.1592
H 0.801 1.029 0.736 0.2216
H -1.188 0.738 0.671 0.2242
H 0.205 -1.690 -0.456 0.1925
H -0.782 -1.565 1.064 0.2140
H 1.453 -2.294 1.955 0.2160
H 1.085 -0.690 2.477 0.1902
H 3.184 -0.053 1.540 0.2148
H 3.270 -1.299 0.569 0.2115
H 2.333 -0.126 -0.071 0.2132
O -4.778 3.018 -1.117 -0.9324
H -4.650 2.251 -1.819 0.4690
H -4.052 2.918 -0.555 0.4636


20
Properties=species:S:1:pos:R:3:nbo_charge:R:1 method="wB97M-V/def2-TZVPD" gap_ha=0.299 homo_ha=-0.2750
C -0.225 -2.121 -0.547 -0.6141
C 0.559 -1.027 -1.312 -0.4181
C 1.636 -0.387 -0.532 -0.4103
C 1.118 0.109 0.970 -0.3117
C 0.413 1.255 1.097 -0.0231
N 0.597 1.995 2.284 -0.8075
H -0.966 -2.490 -1.261 0.2065
H 0.403 -2.938 -0.230 0.1941
H -0.662 -1.797 0.486 0.2150
H -0.345 -0.491 -1.719 0.2034
H 1.181 -1.428 -2.191 0.1979
H 2.063 0.534 -0.927 0.2178
H 2.456 -1.229 -0.305 0.1984
H 1.226 -0.780 1.621 0.2124
H -0.328 1.753 0.540 0.2103
H 0.546 1.539 3.250 0.3753
H -0.138 2.730 2.224 0.3520
O -2.923 1.790 -0.912 -0.9415
H -2.871 1.558 -1.910 0.4745
H -3.742 1.425 -0.626 0.4688


20
Properties=species:S:1:pos:R:3:nbo_charge:R:1 method="wB97M-V/def2-TZVPD" gap_ha=0.310 homo_ha=-0.2793
C -0.928 0.289 1.188 -0.6247
C -0.190 -0.243 -0.010 -0.0727
C 0.622 0.770 -0.781 -0.6271
C -0.295 -1.515 -0.415 0.1727
C 0.577 -2.134 -1.457 -0.6479
N -1.180 -2.418 0.209 -0.8517
H -0.315 0.315 2.094 0.2166
H -1.823 -0.275 1.418 0.2095
H -1.245 1.323 1.022 0.1944
H 0.849 0.447 -1.797 0.2099
H 1.573 1.030 -0.320 0.2157
H 0.040 1.694 -0.871 0.2013
H 0.988 -3.095 -1.145 0.2112
H 0.015 -2.332 -2.372 0.2135
H 1.404 -1.487 -1.736 0.2206
H -2.145 -2.153 0.319 0.3817
H -1.002 -3.397 0.082 0.3762
O 1.232 4.119 1.044 -0.9336
H 1.201 4.773 1.764 0.4673
H 0.354 3.722 1.070 0.4671


20
Properties=species:S:1:pos:R:3:nbo_charge:R:1 method="wB97M-V/def2-TZVPD" charge=+1 gap_ha="0.408 / 0.224" homo_ha="-0.5206 / -0.5203" multiplicity=2
C -2.172 1.111 0.890 -0.4389
N -0.976 1.119 -0.018 -0.1226
C -0.467 -0.243 -0.398 -0.1059
C 1.105 -0.365 -0.315 -0.4373
C 1.852 -0.211 1.064 -0.0651
O 3.247 -0.399 0.632 -0.7276
C -0.980 -0.774 -1.928 -0.5646
H -2.685 2.169 0.767 0.2700
H -1.696 0.904 1.813 0.2515
H -2.811 0.328 0.531 0.2375
H -0.242 1.638 0.458 0.4015
H -0.923 -1.045 0.246 0.2574
H 1.441 0.367 -0.992 0.2278
H 1.377 -1.482 -0.634 0.2619
H 1.608 -0.941 1.845 0.1904
H 1.625 0.776 1.505 0.1484
H 3.921 -0.364 1.315 0.4963
H -0.922 -1.838 -1.798 0.2392
H -1.986 -0.304 -2.266 0.2426
H -0.317 -0.444 -2.716 0.2376


20
Properties=species:S:1:pos:R:3:nbo_charge:R:1 method="wB97M-V/def2-TZVPD" charge=+1 gap_ha="0.407 / 0.233" homo_ha="-0.5596 / -0.5576" multiplicity=2
C 1.243 0.949 -0.458 -0.3935
C 1.970 2.129 0.173 -0.6029
C 1.893 0.475 -1.741 -0.6154
H 1.241 0.181 0.321 0.1861
H 0.219 1.301 -0.690 0.1861
H 1.344 2.588 0.928 0.2198
H 1.849 1.289 -2.465 0.2284
H 2.919 0.135 -1.532 0.2330
H 2.273 2.871 -0.567 0.2192
H 2.909 1.778 0.615 0.2204
H 1.448 -0.433 -2.163 0.1857
C -1.807 -1.870 1.486 -0.6861
C -1.335 -0.883 0.456 0.6459
O -1.356 0.350 0.727 -0.0733
N -1.003 -1.272 -0.737 -0.6879
H -2.849 -2.116 1.347 0.2922
H -1.637 -1.490 2.495 0.2805
H -0.708 -0.590 -1.427 0.4494
H -0.693 -2.234 -0.850 0.4433
H -1.224 -2.785 1.382 0.2691


21
Properties=species:S:1:pos:R:3:nbo_charge:R:1 method="wB97M-V/def2-TZVPD" gap_ha=0.341 homo_ha=-0.3148
C 1.904 -1.080 -0.270 -0.6633
C 1.104 0.106 -0.768 0.0761
O 1.449 1.329 -0.147 -0.7468
C -0.699 0.069 -0.909 -0.0370
N -1.240 1.375 -1.036 -0.8365
C -0.936 -0.632 0.364 0.0951
C -0.663 0.011 1.704 -0.6462
O -2.599 -0.783 0.274 -0.8048
H 1.524 -2.017 -0.683 0.2268
H 1.891 -1.144 0.822 0.2056
H 2.958 -0.970 -0.551 0.2153
H 1.320 0.247 -1.832 0.1474
H 2.308 1.280 0.301 0.4750
H -0.934 -0.549 -1.774 0.2132
H -0.952 1.836 -1.892 0.3740
H -0.971 1.982 -0.265 0.3738
H -0.701 -1.692 0.332 0.2085
H 0.342 -0.211 2.076 0.2114
H -1.369 -0.374 2.441 0.2423
H -0.797 1.095 1.681 0.2094
H -2.939 0.122 0.133 0.4607


21
Properties=species:S:1:pos:R:3:nbo_charge:R:1 method="wB97M-V/def2-TZVPD" gap_ha=0.312 homo_ha=-0.2833
C 1.340 2.977 -1.403 -0.3658
C 0.528 2.322 -2.207 -0.2453
C -0.241 1.151 -1.600 0.1719
C -1.617 1.250 -1.695 -0.5538
N 0.452 0.208 -0.863 -0.6294
C -0.448 -0.556 0.128 -0.4180
H 1.367 2.664 -0.249 0.1946
H 1.930 3.811 -1.708 0.1961
H 0.527 2.777 -3.205 0.2242
H -2.341 0.531 -1.373 0.1872
H -2.110 2.083 -2.123 0.2024
H 1.398 0.005 -1.097 0.4050
H -0.730 0.285 0.893 0.2092
H -1.396 -0.865 -0.334 0.2051
H 0.241 -1.386 0.605 0.2164
O 0.901 0.688 5.519 -0.9425
H 1.785 0.860 5.743 0.4734
H 0.311 0.768 6.195 0.4692
O -0.290 -6.682 -0.356 -0.9313
H -0.765 -6.305 0.311 0.4610
H -0.842 -6.587 -1.181 0.4703


21
Properties=species:S:1:pos:R:3:nbo_charge:R:1 method="wB97M-V/def2-TZVPD" gap_ha=0.369 homo_ha=-0.3500
C -0.374 -0.680 2.542 -0.7288
C -0.731 0.313 1.509 0.6828
O -1.776 0.928 1.456 -0.6138
N 0.207 0.402 0.487 -0.6354
C 0.054 1.185 -0.739 -0.0442
C -1.266 0.909 -1.470 -0.6418
C 1.287 0.856 -1.569 -0.6110
H -0.778 -0.388 3.512 0.2423
H -0.763 -1.685 2.345 0.2558
H 0.689 -0.928 2.606 0.2205
H 0.852 -0.360 0.562 0.3719
H 0.146 2.245 -0.567 0.2002
H -1.564 -0.111 -1.661 0.2185
H -2.073 1.437 -0.943 0.2470
H -1.292 1.633 -2.296 0.2102
H 2.186 1.005 -0.967 0.2168
H 1.266 1.265 -2.579 0.2280
H 1.353 -0.220 -1.832 0.1807
O 0.730 -2.647 0.242 -0.9283
H 0.896 -3.312 -0.414 0.4736
H 0.951 -1.845 -0.223 0.4552


21
Properties=species:S:1:pos:R:3:nbo_charge:R:1 method="wB97M-V/def2-TZVPD" gap_ha=0.353 homo_ha=-0.3232
C 1.419 0.282 -0.905 -0.5466
C 1.317 -0.500 0.161 0.3269
C 1.823 -1.918 0.190 -0.6657
O 0.721 -0.213 1.364 -0.5342
C 0.455 1.113 1.759 -0.2576
H 1.050 1.290 -0.950 0.2223
H 1.888 -0.099 -1.794 0.2107
H 1.375 -2.505 -0.608 0.2243
H 1.570 -2.367 1.147 0.2296
H 2.904 -1.936 0.065 0.2254
H 0.076 1.723 0.935 0.1930
H -0.302 1.049 2.547 0.1917
H 1.359 1.581 2.167 0.1812
N -2.033 -0.510 -0.058 -0.8477
C -1.960 0.197 -1.300 0.0791
O -1.521 1.545 -1.220 -0.7416
H -2.652 -0.047 0.599 0.3466
H -1.124 -0.611 0.373 0.3756
H -1.230 -0.300 -1.943 0.1789
H -2.950 0.159 -1.776 0.1486
H -2.185 2.066 -0.754 0.4594


21
Properties=species:S:1:pos:R:3:nbo_charge:R:1 method="wB97M-V/def2-TZVPD" gap_ha=0.380 homo_ha=-0.3610
C -0.016 -0.859 -2.065 -0.0992
N 0.196 -1.865 -1.203 -0.3784
C 1.103 -1.529 0.003 -0.2563
C 0.498 -0.578 1.086 -0.4237
C 1.380 0.821 1.036 -0.4165
C 0.319 2.027 1.147 -0.0700
O -0.664 2.140 0.095 -0.7598
H -0.453 -1.058 -3.084 0.2013
H 0.276 0.120 -1.809 0.1390
H 1.971 -1.098 -0.300 0.1834
H 1.514 -2.494 0.483 0.2031
H 0.317 -1.045 2.062 0.2273
H -0.474 -0.261 0.701 0.1861
H 1.752 0.955 0.061 0.2011
H 2.093 1.095 1.952 0.2321
H 1.024 2.909 0.757 0.1759
H -0.286 2.242 2.024 0.1930
H -0.899 1.314 -0.470 0.4607
O -3.475 -0.847 -1.116 -0.9171
H -3.477 -1.589 -0.564 0.4635
H -2.700 -0.399 -0.796 0.4547


What did we get for molar mass? Answer: 103.16; 103.16; 103.16; 103.16; 103.16; 103.16; 103.16; 119.16; 119.16; 119.16; 119.16; 119.16 g mol⁻¹, in the order shown.
What did we get for ΔE to the lowest compared entry with this formula, charge and spin? Answer: 141.8; 152.5; 343.1; 366.5; 100.7; 259.3; 124.1; 257.6; 387.4; 102.2; 211.4; 443.5 kJ/mol, in the order shown.